Entry from the Open Molecules 2025 dataset: a cluster of 17 separate species, H34O17 in total (ωB97M-V with the def2-TZVPD basis set).

```
51
Properties=species:S:1:pos:R:3
O -4.70 -14.58 -18.91
H -5.42 -15.09 -19.20
H -3.95 -15.04 -19.34
O -4.29 -11.91 -19.59
H -4.63 -12.76 -19.37
H -5.07 -11.36 -19.66
O -7.24 -15.41 -16.08
H -8.17 -15.51 -15.83
H -6.84 -15.61 -15.21
O -3.67 -12.21 -16.65
H -4.43 -12.68 -16.93
H -3.92 -11.25 -16.82
O -9.07 -11.43 -18.27
H -9.29 -11.44 -19.17
H -9.92 -11.36 -17.90
O -7.46 -13.62 -13.56
H -7.52 -13.35 -12.63
H -6.78 -13.07 -13.98
O -9.44 -12.89 -15.09
H -8.83 -13.27 -14.46
H -9.23 -11.95 -15.18
O -3.99 -15.38 -16.35
H -3.12 -15.16 -16.06
H -4.17 -14.99 -17.19
O -9.78 -14.57 -17.33
H -9.85 -15.52 -17.14
H -9.60 -14.11 -16.49
O -5.82 -11.61 -14.30
H -5.81 -11.18 -13.47
H -6.69 -11.44 -14.60
O -6.97 -9.72 -18.33
H -7.50 -10.48 -18.44
H -6.52 -9.52 -19.18
O -7.38 -14.13 -19.07
H -8.25 -14.04 -18.63
H -6.86 -13.92 -18.30
O -4.24 -13.87 -14.06
H -4.27 -14.59 -14.63
H -4.78 -13.13 -14.34
O -6.45 -16.88 -18.47
H -5.65 -17.31 -18.11
H -6.83 -16.45 -17.70
O -6.35 -12.95 -17.06
H -6.63 -13.75 -16.56
H -7.02 -12.30 -16.92
O -4.52 -9.72 -17.01
H -5.40 -9.80 -17.28
H -4.06 -9.18 -17.62
O -7.73 -10.58 -15.71
H -7.39 -10.36 -16.58
H -7.51 -9.79 -15.14
```

Results
Strongest force on any atom: 3.0 eV Å⁻¹
Energy above the lowest of the compared OMol25 structures with the same formula, charge and spin: 204.0 kJ/mol
HOMO: -9.01 eV
E_LUMO: -0.0112 hartree
Multiplicity: 1
Gap between HOMO and LUMO: 8.702 eV
Net charge: 0


Entry from the Open Molecules 2025 dataset: a cluster of 2 separate species, C5H10NO in total (ωB97M-V with the def2-TZVPD basis set).

```
17
Properties=species:S:1:pos:R:3
C -1.95 -0.69 0.32
C 1.95 2.32 -0.56
C 1.38 0.97 0.02
C -0.07 0.90 -0.16
C -1.43 -3.07 0.47
N -0.85 -0.11 0.00
O -0.40 -2.71 0.78
H -2.04 -0.88 1.43
H 2.80 2.10 -1.21
H 1.53 3.10 -1.18
H 2.48 2.83 0.25
H 1.70 0.82 1.04
H 2.14 0.06 -0.42
H -0.55 1.76 -0.74
H -2.74 -1.02 -0.40
H -1.81 -2.59 -0.49
H -2.14 -3.80 0.83
```

Results
Strongest force on any atom: 6.5 eV Å⁻¹
Energy above the lowest of the compared OMol25 structures with the same formula, charge and spin: 556.5 kJ/mol
HOMO: -14.21 eV
E_LUMO: -0.2062 hartree
Multiplicity: 1
Gap between HOMO and LUMO: 8.598 eV
Net charge: +1


Entry from the Open Molecules 2025 dataset: an isolated molecule of CH2N2O3S (ωB97M-V with the def2-TZVPD basis set).

```
9
Properties=species:S:1:pos:R:3
C -1.01 0.06 1.50
N 0.12 -0.27 0.71
N 0.36 0.64 -0.11
O -2.10 0.21 0.99
O 0.03 1.75 -0.17
O 1.31 0.30 -1.18
S 1.49 -1.31 -1.70
H -0.75 0.07 2.64
H 0.56 -1.45 -2.67
```

Results
Strongest force on any atom: 2.7 eV Å⁻¹
Energy above the lowest of the compared OMol25 structures with the same formula, charge and spin: 444.4 kJ/mol
HOMO: -10.26 eV
E_LUMO: -0.0071 hartree
Multiplicity: 1
Gap between HOMO and LUMO: 10.066 eV
Net charge: 0


Entry from the Open Molecules 2025 dataset: a structure of composition C34H94O13 (ωB97M-V with the def2-TZVPD basis set).

```
141
Properties=species:S:1:pos:R:3
C -3.87 -25.09 0.81
C -3.11 -25.09 2.12
O -3.71 -24.07 2.92
C -3.09 -23.96 4.19
C -3.49 -22.62 4.76
H -4.93 -25.28 0.98
H -3.75 -24.13 0.29
H -3.55 -25.89 0.14
H -3.14 -26.06 2.62
H -2.07 -24.81 1.98
H -3.44 -24.79 4.83
H -2.01 -24.12 4.19
H -4.58 -22.52 4.84
H -3.22 -21.85 4.04
H -3.15 -22.45 5.78
C -6.27 -17.15 -2.21
C -5.06 -16.99 -3.12
O -4.01 -17.76 -2.61
C -2.89 -17.82 -3.46
C -1.83 -18.74 -2.86
H -6.45 -18.21 -2.04
H -6.05 -16.69 -1.24
H -7.12 -16.58 -2.58
H -5.30 -17.19 -4.17
H -4.81 -15.92 -3.10
H -3.13 -18.22 -4.46
H -2.47 -16.82 -3.59
H -1.38 -18.24 -2.01
H -1.03 -18.96 -3.57
H -2.30 -19.69 -2.58
C -3.41 -20.41 0.75
C -3.98 -19.03 1.04
C -3.94 -18.69 2.51
O -3.24 -18.03 0.35
H -4.06 -21.16 1.23
H -2.43 -20.60 1.21
H -3.40 -20.65 -0.32
H -5.01 -19.02 0.64
H -2.93 -18.67 2.91
H -4.49 -19.48 3.04
H -4.40 -17.72 2.72
H -3.52 -17.97 -0.58
C -2.37 -26.13 -1.87
C -1.23 -27.04 -1.41
C -0.83 -28.03 -2.50
O -0.12 -26.23 -1.01
H -2.00 -25.70 -2.80
H -2.60 -25.30 -1.20
H -3.29 -26.68 -2.09
H -1.49 -27.57 -0.50
H -1.66 -28.50 -3.02
H -0.18 -28.79 -2.07
H -0.28 -27.46 -3.25
H 0.16 -25.70 -1.78
C 3.45 -20.75 2.33
C 3.14 -19.38 1.72
C 4.40 -18.59 1.45
O 2.32 -19.51 0.58
H 4.01 -20.64 3.26
H 4.00 -21.42 1.65
H 2.56 -21.29 2.66
H 2.57 -18.86 2.50
H 5.08 -18.54 2.29
H 4.15 -17.59 1.08
H 4.93 -19.01 0.59
H 1.48 -19.92 0.85
C -0.37 -23.46 0.49
C 0.34 -22.16 0.11
C -0.13 -21.60 -1.21
O 0.08 -21.17 1.11
H -0.29 -24.22 -0.28
H -1.43 -23.19 0.54
H -0.07 -23.90 1.44
H 1.43 -22.33 0.09
H 0.42 -20.71 -1.50
H -1.19 -21.32 -1.19
H -0.01 -22.35 -2.00
H -0.02 -21.69 1.94
C -2.30 -21.89 -2.64
C -2.24 -22.63 -3.96
O -3.03 -21.98 -4.94
H -3.30 -21.90 -2.21
H -1.99 -20.86 -2.76
H -1.64 -22.38 -1.92
H -2.56 -23.68 -3.93
H -1.20 -22.75 -4.27
H -3.93 -21.90 -4.60
C 4.45 -20.75 -2.28
C 3.37 -19.83 -2.86
O 3.23 -18.69 -2.03
H 5.38 -20.18 -2.22
H 4.60 -21.64 -2.90
H 4.25 -21.07 -1.25
H 2.40 -20.34 -2.89
H 3.69 -19.50 -3.85
H 3.00 -19.03 -1.15
C 3.05 -24.86 -2.76
C 1.83 -23.99 -2.44
O 0.68 -24.44 -3.15
H 3.89 -24.45 -2.18
H 3.33 -24.80 -3.81
H 2.84 -25.89 -2.51
H 2.02 -22.93 -2.67
H 1.66 -24.09 -1.37
H 0.86 -24.31 -4.08
C -1.39 -21.29 -5.47
C -1.81 -22.16 -6.64
O -0.71 -22.93 -7.12
H -0.60 -20.60 -5.77
H -1.00 -21.94 -4.68
H -2.26 -20.77 -5.06
H -2.17 -21.52 -7.46
H -2.62 -22.86 -6.41
H 0.07 -22.75 -6.59
C -0.07 -24.86 6.42
C -0.11 -25.78 5.21
O -0.13 -24.98 4.03
H 0.81 -24.21 6.37
H 0.03 -25.44 7.34
H -0.94 -24.22 6.56
H -1.01 -26.41 5.22
H 0.71 -26.50 5.19
H 0.23 -25.49 3.28
C 0.15 -19.99 4.42
C 0.44 -21.43 4.79
O 0.04 -22.23 3.67
H 0.40 -19.36 5.27
H -0.90 -19.81 4.18
H 0.69 -19.69 3.52
H -0.05 -21.75 5.72
H 1.49 -21.62 5.03
H 0.14 -23.18 3.89
C 2.80 -25.12 1.77
C 2.03 -26.42 1.77
O 0.61 -26.19 1.70
H 2.50 -24.48 2.60
H 2.68 -24.59 0.83
H 3.87 -25.34 1.85
H 2.11 -26.93 2.74
H 2.36 -27.15 1.03
H 0.29 -26.15 0.79
```

Results
Strongest force on any atom: 9.8 eV Å⁻¹
Energy above the lowest of the compared OMol25 structures with the same formula, charge and spin: 990.9 kJ/mol
HOMO: -8.84 eV
E_LUMO: 0.0116 hartree
Multiplicity: 1
Gap between HOMO and LUMO: 9.159 eV
Net charge: 0


Entry from the Open Molecules 2025 dataset: a structure of composition C13H9N7O11SSeW (ωB97M-V with the def2-TZVPD basis set).

```
43
Properties=species:S:1:pos:R:3
W 1.03 0.85 0.64
N 4.90 2.81 -0.46
C 3.64 2.36 -0.35
S 3.41 0.72 0.13
N 2.68 3.19 -0.70
N 1.45 2.65 -0.56
C 0.46 3.26 -1.09
C -0.86 2.70 -0.90
C -1.99 3.24 -1.49
C -3.22 2.65 -1.25
C -3.28 1.54 -0.43
C -2.11 1.05 0.13
N -0.92 1.62 -0.11
H 5.66 2.24 -0.15
H 5.06 3.75 -0.77
H 0.63 4.17 -1.66
H -1.90 4.11 -2.13
H -4.12 3.05 -1.70
H -4.21 1.05 -0.20
H -2.10 0.21 0.80
O 0.16 1.85 4.61
Se 0.55 1.46 3.13
O 0.57 2.61 1.90
O -0.39 0.38 2.22
O 2.00 0.79 2.68
O -2.31 -5.96 -0.54
N -2.26 -4.89 -1.10
O -2.95 -4.56 -2.05
C -1.29 -3.90 -0.60
C -0.51 -4.23 0.51
C 0.38 -3.31 0.99
C 0.54 -2.02 0.40
O 1.33 -1.15 0.85
C -0.27 -1.78 -0.75
C -1.19 -2.70 -1.23
N -0.14 -0.56 -1.48
O 0.91 0.16 -1.32
O -0.93 -0.29 -2.36
N 1.15 -3.71 2.20
O 1.73 -2.87 2.82
O 1.11 -4.90 2.47
H -0.60 -5.19 1.00
H -1.79 -2.47 -2.10
```

Results
Strongest force on any atom: 1.4 eV Å⁻¹
Energy above the lowest of the compared OMol25 structures with the same formula, charge and spin: 36.0 kJ/mol
HOMO (alpha / beta): -7.82 / -7.81 eV
E_LUMO (alpha / beta): -0.0824 / -0.0827 hartree
Multiplicity: 1
Gap between HOMO and LUMO (alpha / beta): 5.580 / 5.556 eV
Net charge: 0


Entry from the Open Molecules 2025 dataset: a cluster of 2 separate species, C31H64Cl2NO3 in total (ωB97M-V with the def2-TZVPD basis set).

```
101
Properties=species:S:1:pos:R:3
C -0.08 4.28 3.84
C -0.33 5.78 3.83
C -0.94 6.29 2.51
C 0.07 6.86 1.50
C -0.06 6.32 0.08
C 0.63 4.95 -0.16
C -0.27 3.87 -0.76
C -1.41 3.42 0.16
C -2.04 2.07 -0.24
C -2.49 1.26 0.97
C -2.98 -0.15 0.66
C -2.03 -1.02 -0.15
C -0.70 -1.46 0.49
Cl -0.75 -1.40 2.28
O -0.49 -2.78 0.10
C 0.66 -3.42 0.61
C 1.92 -2.56 0.51
O 3.02 -3.26 0.05
C 3.90 -3.79 1.07
C 5.15 -2.94 1.25
C 4.82 -1.51 1.67
C 6.04 -3.07 -0.02
C 6.87 -1.82 -0.32
C 6.95 -4.31 0.08
N 1.72 -1.40 -0.43
C 1.89 -1.62 -1.96
C 3.38 -1.56 -2.31
C 1.16 -2.83 -2.52
C 1.22 -2.84 -4.05
C -0.02 -2.22 -4.69
C 0.49 -0.60 -0.05
Cl 1.05 0.69 1.03
H -1.00 3.73 3.60
H 0.68 3.99 3.11
H 0.25 3.94 4.82
H -0.99 6.04 4.66
H 0.62 6.30 4.00
H -1.50 5.48 2.05
H -1.67 7.07 2.75
H -0.01 7.94 1.47
H 1.09 6.65 1.86
H -1.12 6.24 -0.19
H 0.37 7.05 -0.61
H 1.04 4.59 0.79
H 1.48 5.09 -0.83
H -0.69 4.25 -1.70
H 0.34 3.01 -1.03
H -2.18 4.18 0.16
H -1.03 3.34 1.18
H -1.30 1.52 -0.84
H -2.90 2.24 -0.88
H -3.33 1.80 1.43
H -1.70 1.25 1.74
H -3.27 -0.66 1.58
H -3.89 -0.07 0.06
H -2.53 -1.95 -0.42
H -1.81 -0.50 -1.09
H 0.80 -4.32 0.03
H 0.50 -3.70 1.66
H 2.14 -2.09 1.48
H 4.17 -4.79 0.74
H 3.35 -3.90 2.01
H 5.70 -3.40 2.08
H 4.13 -1.52 2.52
H 4.34 -0.94 0.86
H 5.70 -0.97 1.98
H 5.36 -3.23 -0.86
H 7.48 -1.99 -1.20
H 6.26 -0.94 -0.50
H 7.55 -1.60 0.51
H 7.21 -4.53 1.12
H 7.89 -4.16 -0.45
H 6.49 -5.20 -0.35
H 2.48 -0.76 -0.20
H 1.40 -0.74 -2.38
H 3.56 -0.79 -3.06
H 4.00 -1.34 -1.45
H 3.73 -2.52 -2.70
H 0.11 -2.79 -2.23
H 1.57 -3.75 -2.10
H 2.12 -2.32 -4.41
H 1.32 -3.87 -4.39
H -0.22 -1.22 -4.30
H -0.89 -2.84 -4.52
H 0.11 -2.12 -5.77
H 0.17 -0.09 -0.95
C -7.30 -3.16 -0.41
C -6.27 -2.05 -0.43
O -6.54 -1.00 -1.33
C -7.75 -0.29 -1.12
C -7.84 0.40 0.23
H -7.43 -3.58 -1.40
H -6.98 -3.95 0.27
H -8.28 -2.81 -0.06
H -5.31 -2.45 -0.76
H -6.12 -1.65 0.59
H -8.62 -0.94 -1.26
H -7.78 0.46 -1.91
H -7.83 -0.31 1.06
H -8.76 0.98 0.30
H -7.00 1.09 0.37
```

Results
Strongest force on any atom: 0.5 eV Å⁻¹
Energy above the lowest of the compared OMol25 structures with the same formula, charge and spin: 14.2 kJ/mol
HOMO: -11.43 eV
E_LUMO: -0.0756 hartree
Multiplicity: 1
Gap between HOMO and LUMO: 9.378 eV
Net charge: +1


Entry from the Open Molecules 2025 dataset: a structure of composition C17H21FeN5O2S (ωB97M-V with the def2-TZVPD basis set).

```
47
Properties=species:S:1:pos:R:3
Fe -0.91 -0.07 -0.12
C 3.64 -3.28 0.72
C 3.96 -2.01 1.19
C 2.98 -1.06 1.36
C 1.66 -1.37 1.03
C 1.33 -2.63 0.55
C 2.32 -3.59 0.41
N 0.62 -0.39 1.13
N 0.79 0.39 2.10
C -0.19 1.37 2.19
C -0.20 2.23 3.28
C -1.18 3.20 3.33
C -2.10 3.28 2.29
C -2.01 2.39 1.23
N -1.06 1.45 1.19
H 4.41 -4.02 0.60
H 4.99 -1.77 1.43
H 3.21 -0.07 1.73
H 0.29 -2.84 0.33
H 2.07 -4.58 0.06
H 0.54 2.10 4.06
H -1.24 3.88 4.16
H -2.88 4.03 2.29
H -2.70 2.40 0.40
N -3.84 0.36 -2.90
C -2.93 -0.05 -2.02
O -2.41 0.75 -1.23
C -2.53 -1.50 -1.96
C -1.08 -1.59 -1.50
H -4.05 1.35 -2.97
H -4.21 -0.26 -3.59
H -2.76 -2.00 -2.91
H -3.18 -1.94 -1.19
H -0.45 -1.49 -2.39
H -0.92 -2.61 -1.14
C 1.43 2.35 -0.76
S 0.48 1.07 -1.59
C 1.88 0.09 -2.14
O -0.10 1.70 -2.79
H 2.03 2.86 -1.51
H 2.06 1.92 0.01
H 0.72 3.05 -0.32
H 2.46 -0.25 -1.29
H 2.47 0.72 -2.80
H 1.49 -0.77 -2.68
N -2.80 -1.71 1.71
C -2.09 -1.10 1.02
```

Results
Strongest force on any atom: 0.7 eV Å⁻¹
HOMO: -8.01 eV
E_LUMO: -0.0397 hartree
Multiplicity: 1
Gap between HOMO and LUMO: 6.927 eV
Net charge: 0


Entry from the Open Molecules 2025 dataset: a structure of composition C5H31N2O10 (ωB97M-V with the def2-TZVPD basis set).

```
48
Properties=species:S:1:pos:R:3
C 1.98 2.15 2.11
N 2.13 0.88 1.39
C 0.80 0.18 1.02
C 1.14 -1.24 0.77
C 0.21 -2.39 1.47
N -1.00 -2.12 2.36
C -0.06 1.01 -0.09
O 0.17 0.39 -1.26
H 2.89 2.71 1.75
H 2.10 2.09 3.16
H 1.07 2.61 1.84
H 2.77 0.86 0.61
H 0.10 0.38 1.84
H 2.09 -1.47 1.18
H 1.05 -1.45 -0.36
H 1.05 -2.90 2.03
H -0.11 -3.09 0.63
H -1.69 -1.56 1.82
H -1.41 -2.91 2.68
H -1.10 0.76 0.17
H 0.32 2.01 -0.17
H -2.40 2.13 -1.64
H -2.17 2.41 -0.37
O -2.29 2.97 -1.23
H -0.81 -0.65 -1.10
H -1.41 -1.34 0.22
O -1.64 -1.50 -0.78
H -0.78 0.83 -2.93
H 0.09 0.21 -3.82
O -0.57 0.82 -3.92
H 0.23 -0.27 3.72
H 1.00 0.93 4.37
O 0.57 0.10 4.47
H -3.89 0.16 -1.49
H -3.10 -1.02 -1.00
O -3.97 -0.64 -0.95
H 2.93 -0.51 -2.39
H 1.35 -0.40 -2.63
O 2.24 0.13 -2.71
H -2.77 0.45 0.92
H -1.80 1.02 2.05
O -2.63 1.01 1.60
H -0.75 -3.43 -2.43
H -0.61 -2.48 -1.33
O 0.00 -3.03 -1.92
H 4.17 0.32 -1.17
H 3.05 1.31 -1.68
O 3.89 1.32 -1.10
```

Results
Strongest force on any atom: 6.0 eV Å⁻¹
Energy above the lowest of the compared OMol25 structures with the same formula, charge and spin: 522.1 kJ/mol
HOMO: -5.02 eV
E_LUMO: 0.1042 hartree
Multiplicity: 1
Gap between HOMO and LUMO: 7.853 eV
Net charge: -1